1.
ORCA calculation (ωB97M-V/def2-TZVPD) on a cluster of 6 separate species, C25H39BFN5O14 in total.

Calculated values
HOMO-LUMO gap   7.8 eV
LUMO energy   -0.0332 hartree
Molar mass   663.42 g/mol
SMILES   CCCC1=C(CCF)C(=O)C(Cc2ccc(C)cc2)=C(CB(O)O)C1=O.C[N+](=O)[O-].C[N+](=O)[O-].C[N+](=O)[O-].C[N+](=O)[O-].C[N+](=O)[O-]

Structure (ORCA input):
```
! wB97M-V def2-TZVPD RIJCOSX def2/J DEFGRID3
* xyz 0 1
C 2.79407 -3.27350 2.16872
C 1.56404 -3.18525 1.26349
C 1.88486 -2.59585 -0.13958
C 1.07485 -1.36274 -0.40429
C -0.10057 -1.28455 -1.03985
C -0.80629 -2.43230 -1.69501
C -1.86582 -3.07787 -0.81943
F -2.80137 -2.11379 -0.43866
C -0.72534 0.07072 -1.12782
O -1.38862 0.40527 -2.08234
C -0.44316 1.02277 0.00086
C -1.55632 1.96889 0.32047
C -2.75192 1.19739 0.83958
C -3.97871 1.22334 0.18741
C -5.03462 0.45918 0.65818
C -4.90468 -0.34028 1.79144
C -6.05531 -1.19075 2.26505
C -3.68059 -0.34376 2.45638
C -2.61799 0.40986 1.97806
C 0.75395 0.96025 0.60550
C 1.11892 1.86435 1.77131
B 2.51495 1.70526 2.51700
O 3.75333 1.80841 1.95230
O 2.48255 1.50446 3.88010
C 1.68166 -0.06644 0.05952
O 2.87354 0.12178 -0.07819
H 3.64445 -3.67063 1.61074
H 2.61183 -3.96236 2.99421
H 3.05698 -2.29298 2.56401
H 0.82967 -2.53172 1.74321
H 1.08234 -4.15711 1.15611
H 2.93605 -2.30244 -0.17097
H 1.71806 -3.35528 -0.90457
H -1.28228 -2.07527 -2.61050
H -0.08992 -3.19756 -2.00247
H -2.40762 -3.83897 -1.38523
H -1.43924 -3.51828 0.08439
H -1.25584 2.74891 1.01751
H -1.83660 2.45422 -0.61915
H -4.09535 1.81369 -0.71362
H -5.98749 0.45230 0.14559
H -6.50760 -1.71319 1.42046
H -6.81759 -0.59399 2.76577
H -5.69903 -1.95608 2.95599
H -3.55351 -0.95007 3.34551
H -1.66485 0.37350 2.49567
H 0.35630 1.70726 2.53852
H 1.01232 2.90702 1.45186
H 3.71948 2.00816 1.01217
H 3.30694 1.11734 4.19303
C 2.54733 -1.90408 -3.92830
N 1.49717 -2.28568 -4.91254
O 1.84479 -2.85057 -5.92956
O 0.35425 -1.99181 -4.63644
H 3.50726 -2.22370 -4.31471
H 2.49995 -0.82593 -3.80684
H 2.30758 -2.39576 -2.99012
C 2.77204 5.28198 3.99877
N 1.57658 6.07327 3.60241
O 1.13939 5.91576 2.47875
O 1.11380 6.82601 4.43051
H 3.05823 4.66270 3.15647
H 3.56530 5.97349 4.26433
H 2.48429 4.67474 4.85282
C 0.37272 -1.84432 -8.64527
N -0.31189 -1.99986 -9.95821
O 0.35671 -1.89504 -10.96467
O -1.50345 -2.22464 -9.92955
H 1.42234 -1.65072 -8.82850
H -0.10390 -1.01647 -8.12915
H 0.23243 -2.76450 -8.08829
C 6.60187 4.39448 6.34888
N 5.78817 5.57015 5.93508
O 5.61588 5.75064 4.74411
O 5.34332 6.27049 6.81480
H 6.92220 3.87140 5.45615
H 7.44555 4.77261 6.91767
H 5.97067 3.77222 6.97591
C -5.26944 -2.08427 -2.91483
N -6.23622 -2.16215 -1.78580
O -6.76674 -1.13308 -1.42633
O -6.41030 -3.25220 -1.28372
H -5.21450 -1.05438 -3.24508
H -4.31210 -2.43135 -2.53829
H -5.63417 -2.74081 -3.69890
*
```

Charges computed using Mulliken, reported in e: -1.337, -0.624, -0.973, 1.353, 0.799, -1.413, -0.617, -0.082, 0.120, -0.670, 0.373, -1.460, 0.594, -0.457, -0.598, 0.826, -1.419, -1.141, 0.065, 1.304, -1.055, 0.790, -0.616, -0.626, -0.691, -0.684, 0.357, 0.414, 0.195, 0.329, 0.422, 0.642, 0.304, 0.348, 0.367, 0.354, 0.150, 0.422, 0.343, 0.370, 0.476, 0.274, 0.326, 0.354, 0.341, 0.231, 0.190, 0.432, 0.306, 0.294, -0.486, 0.928, -0.561, -0.516, 0.363, 0.281, 0.015, -0.664, 0.929, -0.546, -0.560, 0.180, 0.388, 0.280, -0.703, 0.871, -0.529, -0.529, 0.312, 0.293, 0.280, -0.724, 0.904, -0.560, -0.505, 0.314, 0.287, 0.280, -0.522, 0.949, -0.518, -0.550, 0.293, 0.004, 0.324

2.
ORCA calculation (ωB97M-V/def2-TZVPD) on a structure of composition C25H39Cl2CuNO2S3Si.

Calculated values
HOMO-LUMO gap (alpha / beta)   7.1 / 6.7 eV
LUMO energy (alpha / beta)   0.0150 / 0.0003 hartree
Molar mass   644.33 g/mol
Energy above the lowest of the compared OMol25 structures with the same formula, charge and spin   0.00 kcal per mole

Structure (ORCA input):
```
! wB97M-V def2-TZVPD RIJCOSX def2/J DEFGRID3
* xyz 0 2
Cu 0.40802 -0.49895 0.17086
Cl 0.43321 1.97079 1.75500
C 2.12938 2.12432 2.15075
C 2.46561 3.24710 2.88911
C 3.78161 3.45290 3.25839
C 4.73514 2.52467 2.87634
C 4.37110 1.41215 2.13852
Cl 5.64729 0.30908 1.70933
C 3.04654 1.14698 1.73142
S 2.69811 -0.27649 0.78465
H 1.69074 3.94764 3.16876
H 4.06110 4.32530 3.83323
H 5.77421 2.65284 3.14714
O -0.18625 -1.20170 1.92525
S 0.59752 -2.09221 2.89509
C 0.38783 -1.28322 4.49528
C -0.28994 -2.28877 5.41904
C -1.32773 -2.99702 4.54806
C -0.57698 -3.41254 3.28686
H -0.26552 -0.44196 4.25474
H 1.35283 -0.91186 4.83402
H -0.72940 -1.79036 6.28266
H 0.43925 -3.01203 5.79392
H -2.13458 -2.30972 4.28701
H -1.76920 -3.85855 5.04758
H -1.19023 -3.51311 2.39114
H 0.00552 -4.32425 3.43144
C -1.17111 -4.32756 -1.54416
Si -0.60753 -2.57281 -1.87451
C -1.20656 -2.07498 -3.56788
C 1.25938 -2.63605 -1.88824
N -1.07170 -1.44114 -0.67699
C -2.34393 -1.08445 -0.30799
C -2.57682 0.01764 0.54651
C -3.84913 0.39737 0.93788
C -4.97335 -0.28528 0.48530
C -4.77666 -1.35960 -0.37363
C -3.50408 -1.75297 -0.75991
H -0.78310 -4.98906 -2.32545
H -2.25596 -4.44559 -1.51971
H -0.77742 -4.67857 -0.58475
H -0.93837 -2.81918 -4.32395
H -0.74982 -1.12123 -3.84802
H -2.29221 -1.94718 -3.58995
H 1.60069 -3.49968 -2.46622
H 1.67843 -2.73840 -0.87969
H 1.68874 -1.73386 -2.33075
H -1.72483 0.57915 0.92072
H -3.96446 1.24592 1.60360
H -5.96820 0.01265 0.78752
H -5.63135 -1.90826 -0.75324
H -3.40126 -2.59237 -1.43622
C 3.98642 3.07843 -2.35482
C 2.76559 3.33701 -3.23083
C 1.77641 2.17462 -3.23311
S 1.00785 1.98931 -1.62686
O 0.74386 0.48121 -1.51600
C -0.60729 2.70537 -1.96347
C -1.50204 1.83287 -2.83677
C -2.93436 2.35626 -2.83536
H 4.62936 3.95739 -2.31263
H 4.57433 2.24898 -2.75274
H 3.71085 2.82174 -1.32932
H 3.07794 3.50553 -4.26348
H 2.25696 4.25362 -2.91588
H 2.27509 1.21681 -3.39106
H 0.99111 2.28856 -3.97936
H -0.40766 3.69153 -2.39572
H -1.05224 2.85775 -0.97645
H -1.47536 0.81119 -2.45828
H -1.11794 1.80314 -3.85972
H -3.36614 2.28938 -1.83661
H -3.55843 1.75755 -3.49927
H -2.98886 3.39624 -3.16809
*
```

Charges computed using Mulliken, reported in e: 0.016, -0.333, 0.658, -0.709, -0.468, -0.669, 0.081, -0.228, -0.037, -0.087, 0.421, 0.382, 0.425, -0.146, 0.309, -0.566, -0.682, -0.613, -0.521, 0.234, 0.447, 0.354, 0.303, 0.271, 0.396, 0.212, 0.423, -1.199, 0.032, -1.068, -0.908, 0.953, 0.458, 0.066, -0.990, -0.626, -0.756, -0.303, 0.361, 0.390, 0.262, 0.456, 0.156, 0.325, 0.453, 0.149, 0.088, 0.359, 0.413, 0.393, 0.395, 0.150, -1.089, -0.438, -0.836, 0.327, -0.189, -1.041, 0.612, -1.577, 0.383, 0.305, 0.253, 0.388, 0.247, 0.428, 0.359, 0.627, 0.373, -0.470, 0.366, 0.279, 0.400, 0.412

3.
ORCA calculation (ωB97M-V/def2-TZVPD) on a structure of composition C25H39Cl2OsPS.

Calculated values
HOMO-LUMO gap (alpha / beta)   1.6 / 6.0 eV
LUMO energy (alpha / beta)   0.1666 / 0.1417 hartree
Molar mass   663.76 g/mol

Structure (ORCA input):
```
! wB97M-V def2-TZVPD RIJCOSX def2/J DEFGRID3
* xyz -2 5
P 0.10281 -0.65787 0.62040
C 1.69818 -0.22447 -0.29454
C 1.80577 -0.74454 -1.73128
C 3.23749 -0.55697 -2.25066
C 3.72021 0.89243 -2.13784
C 3.47652 1.50390 -0.75241
C 2.04392 1.26558 -0.25126
C -1.26326 -0.01161 -0.49630
C -1.57604 -0.82239 -1.75429
C -2.87689 -0.30893 -2.39235
C -2.90911 1.21365 -2.59551
C -2.44462 2.00599 -1.36787
C -1.11054 1.46541 -0.83460
C 0.02868 -2.50782 0.43896
C 1.27401 -3.22549 0.96982
C 1.18890 -4.73010 0.66162
C -0.12805 -5.36606 1.13280
C -1.37210 -4.57271 0.71753
C -1.25731 -3.07445 1.04708
H 2.44433 -0.74066 0.33112
H 1.11479 -0.17430 -2.37054
H 1.52637 -1.80688 -1.81531
H 3.28477 -0.88755 -3.29388
H 3.91079 -1.21012 -1.67814
H 4.78925 0.93773 -2.37207
H 3.20233 1.49993 -2.89188
H 4.18057 1.06886 -0.02810
H 3.67661 2.58166 -0.78144
H 1.92068 1.65346 0.76757
H 1.35081 1.82682 -0.89088
H -2.14545 -0.09246 0.16826
H -3.71694 -0.59766 -1.74369
H -1.68540 -1.89520 -1.53104
H -0.74781 -0.72980 -2.47012
H -3.02765 -0.81765 -3.35061
H -3.92750 1.51770 -2.86068
H -2.26441 1.47222 -3.44547
H -2.33694 3.07281 -1.60792
H -3.19325 1.93906 -0.56359
H -0.79882 2.04489 0.05119
H -0.34344 1.58589 -1.61683
H -0.00341 -2.66922 -0.64942
H 2.19344 -2.82773 0.51240
H 1.36840 -3.04117 2.05060
H 1.28535 -4.87205 -0.42627
H 2.03734 -5.24273 1.12819
H -0.10815 -5.44356 2.22789
H -0.19858 -6.38781 0.74253
H -2.26053 -4.98157 1.20967
H -1.52382 -4.67959 -0.36724
H -2.15115 -2.55522 0.66498
H -1.24496 -2.89153 2.13521
Os -0.11131 0.17315 2.78581
Cl -2.52471 -0.02338 2.33861
Cl 2.24829 -0.38460 2.72752
C 0.55183 2.01642 2.66208
H 1.63216 2.21944 2.82349
C -1.68817 5.31608 1.22289
C -0.28473 5.38072 1.22567
C 0.46867 4.33460 1.72471
C -0.19466 3.17772 2.24711
C -1.60460 3.14460 2.27042
C -2.34270 4.19232 1.73868
H -2.27241 6.14399 0.81904
H 0.22054 6.25874 0.82180
H 1.56272 4.34345 1.71241
H -2.09668 2.25079 2.66114
H -3.43107 4.11980 1.73204
S -0.37942 -0.86397 4.52280
*
```

Charges computed using Mulliken, reported in e: -2.880, 1.185, -1.074, -1.693, -0.992, -1.050, 0.347, 2.012, -1.145, -0.824, -0.900, -0.802, -0.418, 0.271, -0.366, -1.898, -0.485, -1.764, -0.448, 0.905, 0.414, -0.108, 0.948, 0.438, 0.664, 0.267, 0.431, 0.421, -0.703, 0.005, 0.407, 0.292, -0.303, 0.235, 0.664, 0.521, 0.312, 0.333, 0.386, -0.681, 0.186, 1.043, 0.191, 0.354, 0.688, 0.299, 0.319, 0.691, 0.350, 0.734, 0.348, 0.281, 1.028, -0.567, -0.503, -1.435, 0.535, -0.429, -0.560, -0.377, 1.144, -0.083, -0.650, 0.320, 0.352, 0.311, 0.466, 0.385, -0.349

In a.u., the calculated total energy values for the records above are, in order, -2427.504464; -5226.206058; -2726.589199.